Entry 1:
Formula: C4H9O2
Source: the Open Molecules 2025 dataset
Level of theory: ωB97M-V with the def2-TZVPD basis set

HOMO = -0.0766 Eh
Largest force on an atom = 0.103 Eh/bohr
SMILES string = [O-]CCCCO
E = -8386.5412 eV
Relative energy (zero: lowest compared OMol25 entry of this formula, charge and spin) = 3.951 eV

ORCA input file:
```
! RIJCOSX wB97M-V def2-TZVPD def2/J DEFGRID3
* xyz -1 1
O -1.38 -1.87 0.73
O -0.22 0.05 -2.05
C -0.20 1.06 -1.30
C 0.36 -0.14 1.05
C 0.95 0.96 0.13
C -0.12 -1.41 0.37
H -1.23 1.21 -0.92
H 1.06 1.93 0.45
H 0.44 -2.30 0.63
H -0.13 -1.12 -0.77
H -2.09 -1.13 0.62
H 1.86 0.82 -0.48
H 1.13 -0.29 1.88
H 0.15 1.90 -1.80
H -0.58 0.33 1.46
*
```

Entry 2:
Formula: C45H105N3O9
Source: the Open Molecules 2025 dataset
Level of theory: ωB97M-V with the def2-TZVPD basis set

HOMO (alpha / beta) = -0.3573 / -0.3573 Eh
Largest force on an atom = 0.065 Eh/bohr
E = -71253.1721 eV

ORCA input file:
```
! RIJCOSX wB97M-V def2-TZVPD def2/J DEFGRID3
* xyz 1 2
O 6.10 2.04 -3.87
O -5.65 1.88 2.69
O 0.98 -3.01 2.84
O -1.87 -0.52 -2.80
O 3.20 -2.84 -2.05
O 5.86 -2.66 -0.91
O 2.30 3.39 -0.94
O 1.32 -2.16 0.14
O -1.02 -3.04 -1.26
N 0.96 3.77 -1.12
N 0.78 -2.39 4.01
N -5.59 2.53 1.50
C 1.07 5.24 0.90
C -5.60 0.29 0.36
C 0.52 -1.80 6.75
C 1.14 3.89 -3.69
C -4.93 1.68 0.46
C -1.10 3.83 -2.57
C 3.20 -4.00 -2.77
C 3.99 1.15 -3.27
C -3.22 -0.59 -3.22
C -4.82 3.87 -0.94
C 4.10 -3.67 -3.99
C -3.50 0.67 -3.96
C 1.83 -1.51 6.07
C -1.78 -4.16 -0.68
C -3.42 1.34 0.77
C -6.49 4.61 2.51
C 5.97 -3.47 0.24
C 1.49 6.28 -1.31
C -1.65 -2.20 3.59
C -0.84 5.41 -0.75
C 2.66 -3.77 5.17
C -0.74 -1.72 5.80
C -3.52 -1.92 -4.03
C 1.81 -4.26 -3.09
C -0.56 -2.67 4.60
C 5.88 -4.98 -0.15
C 4.76 -3.12 1.07
C -0.10 -0.36 0.84
C 1.06 -0.84 -0.04
C -5.55 4.65 0.17
C 0.72 5.15 -0.59
C 3.08 -1.54 3.92
C 2.31 -0.06 0.18
C -0.86 -4.76 0.42
C 2.08 -2.36 4.76
C -0.83 -4.11 5.02
C -3.11 -3.61 -0.22
C 5.48 0.83 -3.47
C 0.38 3.38 -2.42
C 5.71 -0.09 -4.63
C -5.18 2.38 -0.93
C 0.37 1.82 -2.50
C -3.98 4.32 2.11
C -5.40 3.99 1.60
C -1.47 5.23 -2.13
H -1.37 3.81 -3.63
H 3.05 -0.51 -0.48
H 2.49 5.90 -1.53
H 0.76 -0.72 -1.08
H 3.56 1.65 -4.14
H -6.66 0.53 0.34
H -3.76 3.99 -0.72
H 2.65 -0.16 1.21
H 2.15 5.13 1.01
H 0.10 -5.07 0.00
H 4.65 -3.84 1.88
H 4.12 -4.43 -4.77
H -0.30 0.69 0.66
H -4.58 -1.88 -4.30
H 6.76 -0.20 -4.91
H -4.56 0.88 -4.13
H -1.22 6.38 -0.44
H 6.51 -5.17 -1.02
H -2.92 0.75 0.00
H 1.66 7.19 -0.73
H -5.26 5.69 0.10
H 0.62 -2.80 7.17
H -3.02 -2.60 0.18
H 1.18 4.97 -3.86
H -1.37 4.77 -0.04
H 1.35 1.36 -2.60
H 0.41 -1.10 7.58
H -5.22 -0.30 -0.47
H -2.69 -2.09 3.92
H -3.40 -2.86 -3.49
H -3.60 -4.27 0.50
H -3.88 -0.61 -2.36
H -1.64 -2.89 2.75
H 2.22 2.70 -0.28
H -6.44 4.25 3.54
H -0.93 -0.74 5.37
H -5.41 -0.29 1.27
H -1.09 6.04 -2.76
H 1.25 -4.53 -2.19
H -6.21 2.24 -1.25
H -1.47 -1.21 3.16
H -2.53 5.45 -2.11
H 3.07 -4.33 4.33
H 3.76 -2.76 -4.48
H -2.92 0.70 -4.88
H -3.07 1.54 -3.48
H -0.56 -4.05 1.19
H 5.40 -1.12 -4.45
H -1.63 -1.93 6.39
H -1.33 -5.67 0.79
H 2.16 3.50 -3.64
H 0.70 3.44 -4.58
H 1.83 -2.38 -0.64
H 0.58 4.41 1.41
H 1.09 6.55 -2.28
H -3.87 -3.55 -0.99
H -6.61 4.71 -0.05
H -4.60 1.87 -1.70
H 0.97 -2.35 2.13
H 3.34 0.29 -3.11
H 6.29 -5.55 0.69
H -6.52 5.70 2.47
H 3.30 -2.00 2.95
H 0.19 -0.56 1.87
H 5.12 -3.42 -3.69
H -0.12 1.42 -1.61
H 5.58 2.78 -3.54
H -6.56 1.57 2.65
H 5.92 0.58 -2.51
H -3.40 0.83 1.72
H 4.86 -2.12 1.49
H 3.93 -1.30 4.56
H 3.96 1.72 -2.34
H -1.98 -4.90 -1.44
H 2.09 -4.43 5.83
H -3.63 3.48 2.70
H 1.29 -3.40 -3.51
H 5.18 0.18 -5.54
H 4.92 -5.43 -0.37
H -0.13 -4.48 5.77
H 0.72 6.18 1.33
H -4.05 5.25 2.67
H -1.61 -1.36 -2.42
H 6.15 -1.80 -0.61
H -0.29 -2.81 -0.68
H 1.94 -0.45 5.85
H 3.89 -3.29 0.43
H 4.05 -2.68 -1.62
H -1.85 -4.30 5.34
H 3.49 -3.68 5.87
H -0.58 -4.74 4.16
H -1.04 -0.89 0.65
H 2.66 -0.57 3.65
H -3.19 4.53 1.39
H 1.84 -5.07 -3.82
H 2.12 1.01 0.08
H -2.80 2.24 0.69
H -0.38 1.53 -3.23
H 6.90 -3.20 0.73
H -4.97 4.32 -1.92
H -2.87 -1.96 -4.90
H -7.43 4.17 2.17
H 2.57 -1.78 6.81
H -1.75 3.13 -2.05
H 3.60 -4.83 -2.19
*
```

- largest force on an atom of number 2 (C45H105N3O9)?
  0.065 Eh/bohr

- Which value of E does entry 1 give?
  -8386.5412 eV